Formula: C26H23N5O5
Source: the OMol25 dataset
Level of theory: ωB97M-V/def2-TZVPD

Last column: natural (NBO) charge in e.
CARTESIAN COORDINATES (ANGSTROEM)
1 C -2.586 -6.780 -0.353  -0.2520
2 H -2.127 -7.761 -0.474  0.2006
3 O -1.517 -5.873 -0.237  -0.4924
4 C -1.802 -4.549 -0.094  0.3036
5 C -0.703 -3.694 -0.008  -0.2389
6 C -0.876 -2.335 0.131  -0.2282
7 C -2.158 -1.793 0.200  0.1030
8 C -3.253 -2.643 0.125  -0.1222
9 C -3.081 -4.007 -0.027  -0.3161
10 H -3.955 -4.635 -0.088  0.2204
11 H -4.249 -2.236 0.176  0.2268
12 N -2.348 -0.401 0.364  -0.4597
13 C -3.285 0.274 -0.386  0.6717
14 O -3.950 -0.271 -1.245  -0.6085
15 C -3.446 1.703 -0.043  -0.2470
16 C -4.262 2.511 -0.825  -0.1211
17 C -4.495 3.825 -0.469  -0.2628
18 C -3.923 4.333 0.688  -0.1596
19 C -3.107 3.545 1.476  -0.2943
20 C -2.852 2.225 1.112  0.2871
21 N -2.082 1.383 1.884  -0.6070
22 H -1.539 1.827 2.611  0.3882
23 C -1.397 0.311 1.188  0.1304
24 C -0.213 0.863 0.400  -0.1006
25 C -0.270 1.101 -0.964  -0.1196
26 C 0.808 1.654 -1.633  -0.3056
27 C 1.970 1.984 -0.947  0.3151
28 C 2.031 1.760 0.437  -0.0776
29 C 0.949 1.199 1.087  -0.1813
30 H 1.020 1.009 2.148  0.2143
31 C 3.298 2.080 1.192  -0.2316
32 N 4.207 0.962 1.131  -0.1393
33 C 5.050 0.655 0.144  0.0133
34 C 5.648 -0.546 0.509  -0.0955
35 C 5.071 -0.875 1.754  -0.0150
36 N 4.206 0.047 2.101  -0.2605
37 H 5.269 -1.727 2.371  0.2324
38 N 6.620 -1.264 -0.215  0.5323
39 O 6.975 -0.803 -1.283  -0.3927
40 O 7.040 -2.294 0.273  -0.3797
41 H 5.184 1.266 -0.725  0.2495
42 H 3.078 2.255 2.247  0.2362
43 H 3.784 2.954 0.753  0.2338
44 O 3.085 2.515 -1.519  -0.5110
45 C 3.079 2.772 -2.905  -0.2533
46 H 2.943 1.852 -3.481  0.1845
47 H 2.302 3.493 -3.175  0.1830
48 H 4.057 3.195 -3.129  0.2043
49 H 0.730 1.815 -2.696  0.2252
50 H -1.154 0.842 -1.526  0.2205
51 H -1.025 -0.390 1.949  0.2222
52 H -2.660 3.942 2.376  0.2088
53 H -4.110 5.357 0.976  0.2146
54 H -5.127 4.450 -1.081  0.2159
55 H -4.711 2.077 -1.707  0.2367
56 H -0.009 -1.693 0.173  0.2221
57 H 0.286 -4.122 -0.062  0.2245
58 H -3.207 -6.561 -1.227  0.1768
59 H -3.211 -6.783 0.547  0.1750

E_HOMO, eV: -8.09
Net charge: 0
SMILES string: COc1ccc(N2C(=O)c3ccccc3N[C@@H]2c2ccc(OC)c(Cn3cc([N+](=O)[O-])cn3)c2)cc1
HOMO-LUMO gap, eV: 8.02

Formula: C3H10NO
Source: the OMol25 dataset
Level of theory: ωB97M-V/def2-TZVPD

Last column: natural (NBO) charge in e.
CARTESIAN COORDINATES (ANGSTROEM)
1 C -1.805 1.488 1.205  -0.2508
2 O -0.517 1.499 0.538  -0.7729
3 H -2.644 1.581 0.514  0.1907
4 H -1.817 2.350 1.870  0.1993
5 H -1.893 0.530 1.709  0.1940
6 H -0.353 2.403 0.227  0.5039
7 C 0.523 -1.304 -1.651  -0.4324
8 C 1.782 -1.039 0.365  0.1138
9 N 0.796 -0.674 -0.359  -0.3917
10 H -0.252 -2.059 -1.522  0.2482
11 H 0.208 -0.536 -2.350  0.2455
12 H 1.416 -1.834 -1.973  0.2311
13 H 2.427 -1.834 0.006  0.2124
14 H 1.838 -0.749 1.407  0.2316
15 H 0.291 0.177 0.015  0.4773

E_HOMO, eV: -15.10
Net charge: +1
HOMO-LUMO gap, eV: 10.38

Formula: C39H39As2Cl2IrO2S3
Source: the OMol25 dataset
Level of theory: ωB97M-V/def2-TZVPD

Last column: Mulliken spin population.
CARTESIAN COORDINATES (ANGSTROEM)
1 Ir 1.058 -0.135 1.902  -0.0050
2 C -2.100 -0.480 -1.647  0.0845
3 C -1.408 -1.807 -1.381  -0.0337
4 As 0.565 -1.776 -1.505  0.0110
5 C 0.849 -3.693 -1.699  0.0149
6 C 1.257 -4.546 -0.678  -0.0010
7 C 1.431 -5.901 -0.928  -0.0014
8 C 1.192 -6.412 -2.195  0.0024
9 C 0.783 -5.567 -3.216  -0.0019
10 C 0.622 -4.211 -2.973  -0.0003
11 C 1.159 -1.664 0.369  0.0425
12 C 0.409 -2.095 1.492  -0.0012
13 C 1.024 -2.136 2.751  0.0005
14 C 2.473 -2.331 2.863  0.0001
15 C 3.243 -2.261 1.769  0.0005
16 C 2.694 -1.794 0.453  -0.0039
17 As -1.449 0.408 -3.272  0.6132
18 C -1.330 -0.791 -4.753  0.1245
19 C -2.508 -1.178 -5.395  -0.0066
20 C -2.431 -2.048 -6.470  0.0009
21 C -1.193 -2.503 -6.911  0.0051
22 C -0.025 -2.098 -6.280  0.0007
23 C -0.088 -1.240 -5.191  -0.0181
24 C -2.635 1.799 -3.717  0.0356
25 C -2.619 2.283 -5.032  0.0541
26 C -3.489 3.294 -5.393  -0.0296
27 C -4.357 3.832 -4.448  0.0842
28 C -4.359 3.366 -3.136  -0.0204
29 C -3.490 2.360 -2.760  0.0475
30 H -1.984 0.233 -0.828  -0.0138
31 H -3.171 -0.625 -1.816  0.0154
32 H -1.688 -2.529 -2.152  -0.0013
33 H -1.743 -2.233 -0.433  0.0078
34 H 1.434 -4.186 0.328  0.0007
35 H 1.748 -6.558 -0.130  0.0002
36 H 1.326 -7.468 -2.386  0.0001
37 H 0.596 -5.962 -4.205  -0.0001
38 H 0.314 -3.562 -3.784  -0.0004
39 H -0.666 -2.228 1.413  -0.0005
40 H 0.407 -2.281 3.626  0.0001
41 H 2.899 -2.525 3.838  0.0000
42 H 4.316 -2.385 1.826  0.0001
43 H 3.097 -2.344 -0.399  -0.0018
44 H -3.472 -0.805 -5.071  -0.0023
45 H -3.335 -2.361 -6.972  0.0015
46 H -1.141 -3.169 -7.761  0.0002
47 H 0.934 -2.440 -6.642  -0.0004
48 H 0.824 -0.912 -4.704  -0.0172
49 H -1.945 1.860 -5.767  0.0001
50 H -3.495 3.665 -6.408  -0.0004
51 H -5.037 4.622 -4.735  0.0023
52 H -5.045 3.787 -2.414  0.0001
53 H -3.502 1.994 -1.741  0.0055
54 Cl 7.406 3.184 -1.199  0.0000
55 C 6.148 2.115 -0.735  0.0000
56 C 6.337 0.740 -0.821  0.0000
57 C 5.338 -0.158 -0.453  -0.0004
58 Cl 5.665 -1.844 -0.624  -0.0001
59 C 4.131 0.326 0.026  -0.0004
60 O 3.043 -0.371 0.422  0.0077
61 C 3.928 1.722 0.106  -0.0022
62 C 2.676 2.303 0.538  0.0009
63 O 1.674 1.752 1.021  0.0004
64 C 4.938 2.608 -0.285  0.0000
65 H 7.277 0.350 -1.187  0.0000
66 H 2.610 3.392 0.418  0.0001
67 H 4.776 3.677 -0.235  0.0000
68 C -0.577 3.251 2.605  0.0001
69 C -1.525 2.105 2.246  0.0002
70 S -1.122 0.304 2.305  -0.0010
71 C -1.375 -0.103 4.060  -0.0001
72 C -0.339 0.491 5.017  0.0000
73 S 1.163 0.945 4.096  0.0002
74 C 1.934 2.305 5.010  0.0000
75 C 1.359 3.669 4.612  0.0000
76 S -0.435 3.746 4.350  0.0000
77 H -0.988 4.113 2.074  0.0000
78 H 0.414 3.075 2.206  -0.0001
79 H -1.841 2.234 1.209  -0.0004
80 H -2.430 2.134 2.859  0.0000
81 H -1.397 -1.191 4.096  0.0000
82 H -2.384 0.246 4.286  0.0000
83 H -0.068 -0.235 5.781  0.0000
84 H -0.721 1.395 5.483  0.0000
85 H 3.006 2.242 4.830  0.0000
86 H 1.751 2.063 6.057  0.0000
87 H 1.843 4.041 3.708  0.0000
88 H 1.566 4.396 5.399  0.0000

2S+1: 2
E_HOMO (alpha / beta), eV: -15.46 / -15.63
Net charge: +3
HOMO-LUMO gap (alpha / beta), eV: 6.63 / 5.81

Formula: C8H13FN2NdO3S
Source: the OMol25 dataset
Level of theory: ωB97M-V/def2-TZVPD

Last column: Mulliken spin population.
CARTESIAN COORDINATES (ANGSTROEM)
1 Nd -0.947 1.957 0.474  2.9975
2 C 0.471 -1.245 2.143  0.0012
3 C -0.802 -0.457 2.421  -0.0070
4 C -1.696 -1.066 3.483  0.0004
5 O -0.411 0.921 2.777  0.0015
6 C -1.583 -0.126 1.122  0.0124
7 O -2.524 0.696 1.251  -0.0026
8 O -1.022 -0.288 0.008  0.0035
9 H 1.010 -1.430 3.070  0.0002
10 H 1.115 -0.673 1.467  -0.0008
11 H 0.229 -2.197 1.680  0.0000
12 H -1.177 -1.134 4.438  0.0000
13 H -1.985 -2.067 3.176  0.0001
14 H -2.602 -0.472 3.597  -0.0001
15 H -0.435 0.978 3.748  0.0000
16 C 1.449 -1.310 -1.742  0.0006
17 N 1.185 -0.087 -2.449  -0.0003
18 C 0.842 0.039 -3.768  -0.0002
19 C 0.569 1.350 -3.997  0.0002
20 N 0.755 2.008 -2.815  0.0001
21 C 1.112 1.121 -1.866  0.0000
22 S 1.604 1.490 -0.244  -0.0043
23 H 1.476 -2.137 -2.447  0.0000
24 H 0.643 -1.466 -1.022  -0.0003
25 H 2.398 -1.239 -1.212  -0.0003
26 H 0.826 -0.798 -4.436  0.0000
27 H 0.270 1.853 -4.892  0.0000
28 H 0.575 2.992 -2.647  0.0005
29 F -1.345 2.784 -1.315  -0.0023

2S+1: 4
E_HOMO (alpha / beta), eV: -11.91 / -11.90
Net charge: +1
HOMO-LUMO gap (alpha / beta), eV: 8.57 / 8.61

Formula: C7H11NO
Source: the OMol25 dataset
Level of theory: ωB97M-V/def2-TZVPD

Last column: natural (NBO) charge in e.
CARTESIAN COORDINATES (ANGSTROEM)
1 C 0.156 1.611 -0.048  0.0643
2 C -2.142 0.439 0.231  0.7439
3 C 0.809 2.663 -0.285  -0.5328
4 C 0.294 0.118 0.010  0.0344
5 C 0.974 -0.311 1.306  -0.6059
6 C 0.950 -0.317 -1.321  -0.6173
7 C -1.355 -1.849 0.094  -0.4260
8 N -1.091 -0.359 0.179  -0.4876
9 O -3.314 0.459 0.333  -0.5267
10 H 1.790 2.752 -0.674  0.1900
11 H 0.466 3.635 -0.123  0.2189
12 H 1.075 -1.367 1.399  0.2059
13 H 0.299 -0.052 2.106  0.2211
14 H 1.828 0.151 1.552  0.2181
15 H 0.343 0.179 -2.061  0.2265
16 H 1.052 -1.463 -1.469  0.2148
17 H 1.893 0.251 -1.327  0.2241
18 H -1.261 -2.205 1.099  0.2107
19 H -2.249 -1.894 -0.441  0.2211
20 H -0.517 -2.440 -0.558  0.2027

E_HOMO (alpha / beta), eV: -7.20 / -7.98
Net charge: 0
HOMO-LUMO gap (alpha / beta), eV: 7.62 / 8.64

How do the records compare in relative energy (zero: lowest compared OMol25 entry of this formula, charge and spin)? In the order shown, they have 104.1 25.4 67.8 7.8 125.6 kcal/mol.